[1]
This record from the Open Molecules 2025 dataset describes a gas-phase ion, C9H13N2 (charge +1) in a non-equilibrium geometry. The level of theory is the ωB97M-V functional and the def2-TZVPD basis.

Values from the calculation:
LUMO energy, eV: -3.708
Energy relative to the best compared isomer or geometry (same formula, charge and spin), kcal per mole: 95.3
F_max, eV/A: 3.77
SMILES string: C/C=C1\C=C/NC#[N+]CCC1
Net charge: +1
E_tot, eV: -12513.4869
Frontier orbital gap, eV: 8.7

Element x y z (Å)
C  2.91056  -0.65815  -0.43229
C  1.89662  0.08847  0.29057
C  0.57861  -0.19439  0.42006
C  0.09588  -1.48899  -0.16778
C  -1.05719  -2.21455  -0.25847
N  -2.36136  -1.94590  0.29238
C  -2.85300  -0.84045  -0.07701
N  -2.96538  0.22381  -0.51674
C  -2.59311  1.55118  -0.13712
C  -1.05375  1.55259  -0.21596
C  -0.39194  0.88448  0.95480
H  2.32546  -1.12287  -1.21608
H  3.34255  -1.53549  -0.04472
H  3.74074  -0.04564  -0.86984
H  2.11444  0.78644  1.06181
H  0.86816  -2.03585  -0.56194
H  -0.98937  -3.20068  -0.76283
H  -2.78843  -2.71375  0.63865
H  -2.95792  1.57224  0.86613
H  -3.22380  2.26263  -0.67350
H  -0.53922  1.20266  -1.17581
H  -0.98110  2.64987  -0.17013
H  -0.00197  1.59918  1.57156
H  -1.11369  0.46245  1.64243

Forces on atoms 1 to 6 (eV/Å):
C 0.2 0.5 -2.3
C -1.5 -0.5 2.3
C -0.6 -0.3 -0.6
C -2.9 1.3 1.1
C 2.4 -0.4 -0.1
N 2.6 1.6 -1.6


[2]
This record from the Open Molecules 2025 dataset describes a gas-phase ion, C9H13N2O (charge +1) in a non-equilibrium geometry. The level of theory is the ωB97M-V functional and the def2-TZVPD basis.

Values from the calculation:
LUMO energy, eV: -3.684
Energy relative to the best compared isomer or geometry (same formula, charge and spin), kcal per mole: 31.4
F_max, eV/A: 3.67
SMILES string: C[C@H]1[C@H](O)N2C=CC=CC2=[N+]1C
Net charge: +1
E_tot, eV: -14564.5403
Frontier orbital gap, eV: 8.8

Element x y z (Å)
C  -2.53302  0.55306  0.80368
C  -1.40828  0.50815  -0.22687
C  -0.30042  1.47156  0.09352
O  -0.10357  2.56879  -0.67822
N  0.91617  0.63682  0.01720
C  2.10811  1.18550  0.01697
C  3.16007  0.29604  0.17543
C  2.93340  -1.07968  0.11754
C  1.65851  -1.59652  -0.13443
C  0.58552  -0.68518  -0.16004
N  -0.75046  -0.83946  -0.23293
C  -1.50493  -2.07844  -0.60900
H  -2.03954  0.76810  1.85852
H  -3.07375  -0.33923  0.71413
H  -3.33654  1.21896  0.62073
H  -1.67886  0.63732  -1.25157
H  -0.34192  1.80043  1.13161
H  -0.46130  3.38343  -0.25893
H  2.21131  2.30883  -0.10362
H  4.13097  0.72087  0.24065
H  3.72818  -1.90875  0.26045
H  1.38022  -2.65748  -0.19657
H  -2.10107  -2.34903  0.31446
H  -2.24838  -1.76513  -1.35066
H  -0.93042  -2.75897  -1.16204

Forces on atoms 1 to 6 (eV/Å):
C 2.0 0.7 1.4
C -0.4 -1.1 0.2
C 0.9 -0.1 1.5
O -0.6 1.7 -1.0
N -2.6 -0.2 -1.0
C 2.4 0.0 0.4


[3]
This record from the Open Molecules 2025 dataset describes a gas-phase ion, C9H13N2O (charge +1) in a non-equilibrium geometry. The level of theory is the ωB97M-V functional and the def2-TZVPD basis.

Values from the calculation:
LUMO energy, eV: -3.183
Energy relative to the best compared isomer or geometry (same formula, charge and spin), kcal per mole: 84.6
F_max, eV/A: 4.83
Net charge: +1
E_tot, eV: -14562.2322
Frontier orbital gap, eV: 9.3

Element x y z (Å)
C  -3.19993  0.69492  0.31124
C  -3.24361  -0.61727  -0.10039
C  -1.99748  1.38174  0.18956
C  -2.01926  -1.22697  -0.54975
C  -0.82162  0.73388  -0.00846
C  -0.78060  -0.60566  -0.34565
C  0.53308  1.34335  -0.19093
C  0.42420  -1.29406  -0.63003
C  1.62272  0.39061  -0.05863
N  2.83111  0.24250  -0.78908
N  1.98974  0.17822  1.39695
O  0.81516  -2.19038  0.29330
H  -4.09648  1.28117  0.67998
H  -4.07075  -1.29489  -0.08575
H  -1.86616  2.39340  0.40440
H  -1.94195  -2.26347  -0.54675
H  0.55423  1.60350  -1.32057
H  0.62635  2.36235  0.39774
H  0.62391  -1.50433  -1.64816
H  3.41794  1.04529  -0.83286
H  2.57994  0.00504  -1.68175
H  1.52908  -0.63811  1.84470
H  2.16616  1.08736  1.94696
H  2.97020  -0.27686  1.35797
H  1.35400  -2.83135  -0.03405

Forces on atoms 1 to 6 (eV/Å):
C -1.4 1.2 -0.1
C 2.2 -1.0 -0.8
C 0.1 -0.6 0.9
C -0.4 1.6 2.6
C 1.5 -1.0 -0.8
C -3.9 0.2 -0.4


[4]
This record from the Open Molecules 2025 dataset describes C9H13N3OS in the gas phase in a non-equilibrium geometry. The level of theory is the ωB97M-V functional and the def2-TZVPD basis.

Values from the calculation:
LUMO energy, eV: 0.421
Energy relative to the best compared isomer or geometry (same formula, charge and spin), kcal per mole: 0.0
F_max, eV/A: 1.00
SMILES string: CN1CCN(c2ncc(C=O)s2)CC1
E_tot, eV: -26896.2607
Frontier orbital gap, eV: 8.5

Element x y z (Å)
C  -1.70567  -0.89490  -2.73146
N  -0.74941  -0.78865  -1.65572
C  0.35333  0.09478  -1.99708
C  1.48104  -0.06142  -0.96176
N  0.93378  -0.52372  0.28700
C  0.53477  0.31618  1.24645
N  -0.12457  -0.05671  2.30986
C  -0.34096  0.96429  3.14424
C  0.15028  2.19191  2.76593
C  0.07024  3.44065  3.46930
O  -0.47250  3.59759  4.53978
S  0.94506  2.03018  1.21208
C  0.36218  -1.85475  0.21506
C  -0.26813  -2.06738  -1.17258
H  -2.05738  0.10338  -2.98768
H  -1.28247  -1.35930  -3.63643
H  -2.55541  -1.48713  -2.39692
H  -0.03094  1.11859  -1.98978
H  0.75464  -0.11548  -3.00467
H  2.20612  -0.80948  -1.29640
H  2.00500  0.88318  -0.81282
H  -0.87560  0.79425  4.06158
H  0.55845  4.28390  2.94204
H  1.14721  -2.59672  0.39732
H  -0.38706  -1.93039  1.00264
H  -1.11317  -2.75094  -1.08312
H  0.46117  -2.52191  -1.86684

Forces on atoms 1 to 6 (eV/Å):
C 0.0 0.0 0.0
N 0.1 -0.1 0.1
C 0.0 0.1 0.0
C -0.1 0.1 -0.2
N 0.2 -0.2 -0.1
C 0.3 0.9 0.1


[5]
This record from the Open Molecules 2025 dataset describes C9H13N3S in the gas phase in a non-equilibrium geometry. The level of theory is the ωB97M-V functional and the def2-TZVPD basis.

Values from the calculation:
LUMO energy, eV: 0.636
Energy relative to the best compared isomer or geometry (same formula, charge and spin), kcal per mole: 8.9
F_max, eV/A: 2.34
SMILES string: Cc1cccc(NNC(N)=S)c1C
E_tot, eV: -24849.2432
Frontier orbital gap, eV: 9.0

Element x y z (Å)
C  1.34051  0.77307  -3.13504
C  0.61333  0.04227  -1.99157
C  0.20460  -1.29444  -2.10357
C  -0.46568  -1.96789  -1.12420
C  -0.82471  -1.32216  0.05874
C  -0.39511  -0.01580  0.21377
N  -0.59096  0.66075  1.39843
N  -1.46420  0.12406  2.32055
C  -1.00487  -0.81297  3.27200
N  0.32119  -0.87054  3.33067
S  -2.03759  -1.77765  4.13898
C  0.27565  0.68871  -0.82689
C  0.62996  2.13036  -0.60789
H  0.82914  1.75716  -3.32094
H  2.37907  1.04692  -2.84656
H  1.33917  0.10428  -4.03077
H  0.46487  -1.86988  -3.02781
H  -0.79643  -2.97037  -1.28248
H  -1.40078  -1.85612  0.83073
H  -0.73056  1.66204  1.30817
H  -2.39863  0.06225  2.01323
H  0.73201  -1.39195  4.11668
H  0.89636  -0.27113  2.75589
H  1.34417  2.07217  0.24295
H  -0.27467  2.64473  -0.21869
H  1.01416  2.65214  -1.48439

Forces on atoms 1 to 6 (eV/Å):
C -0.4 0.0 0.4
C -0.1 -0.3 -0.5
C 1.1 -0.7 -1.9
C -0.6 0.5 0.6
C 0.2 -0.4 0.0
C 0.1 -0.1 -1.3